[1]
Entry from the Open Molecules 2025 dataset: C18H14BrN4O2PdSbSe4 as an isolated structure (the ωB97M-V functional and the def2-TZVPD basis).

Geometry as XYZ:
```
45
C18H14BrN4O2PdSbSe4 the ωB97M-V functional and the def2-TZVPD basis
Pd -0.352 -0.369 -0.619
O -4.584 0.123 -0.236
C -3.379 0.034 -0.171
N -2.530 -0.461 -1.112
C -2.906 -0.736 -2.388
O -3.983 -0.527 -2.901
C -1.780 -1.348 -3.209
C -2.087 -1.907 -4.445
C -1.068 -2.427 -5.223
C 0.237 -2.356 -4.754
C 0.463 -1.777 -3.515
N -0.523 -1.305 -2.762
C -2.662 0.435 1.108
C -3.330 1.212 2.046
C -2.719 1.484 3.260
C -1.478 0.928 3.524
C -0.869 0.173 2.534
N -1.429 -0.040 1.349
H -3.116 -1.893 -4.764
H -1.277 -2.869 -6.186
H 1.065 -2.727 -5.337
H 1.466 -1.677 -3.108
H -4.313 1.581 1.798
H -3.204 2.112 3.991
H -0.973 1.093 4.462
H 0.109 -0.271 2.704
C 4.203 1.394 2.374
C 3.422 0.246 1.849
C 3.336 -0.969 2.522
C 2.489 -1.964 2.055
C 1.729 -1.681 0.938
Br 0.385 -2.894 0.275
N 1.810 -0.542 0.255
C 2.662 0.384 0.689
H 5.035 1.070 2.992
H 3.526 1.998 2.985
H 4.565 2.038 1.577
H 3.909 -1.131 3.422
H 2.396 -2.918 2.548
H 2.754 1.278 0.083
Se -1.009 5.319 -0.204
Sb 0.548 3.389 -0.077
Se -0.268 1.682 -1.796
Se 2.855 3.918 -0.850
Se 0.878 2.896 2.319
```

2S+1   5
Energy above the lowest of the compared OMol25 structures with the same formula, charge and spin   0.8096 eV
<S²>   6.019
Frontier orbital gap (spin up / spin down)   6.827 / 5.292 eV

[2]
Entry from the Open Molecules 2025 dataset: C34H42AsF6InN5O6P3S as an isolated structure (the ωB97M-V functional and the def2-TZVPD basis).

Geometry as XYZ:
```
99
C34H42AsF6InN5O6P3S the ωB97M-V functional and the def2-TZVPD basis
In -0.588 -0.617 0.237
C 2.118 0.374 -2.379
P 0.425 0.820 -1.891
C 0.709 2.481 -1.134
N 1.201 3.393 -1.937
C 1.393 4.644 -1.458
C 1.929 5.646 -2.304
C 2.104 6.907 -1.818
C 1.755 7.227 -0.480
C 1.240 6.282 0.354
C 1.053 4.962 -0.125
N 0.572 4.006 0.702
C 0.416 2.795 0.230
P -0.119 1.598 1.529
C -1.517 2.456 2.310
C 1.254 1.577 2.800
C 2.607 1.811 2.125
C 1.214 0.202 3.475
C 1.035 2.664 3.855
C -0.450 1.138 -3.519
C 0.503 1.612 -4.621
C -1.571 2.164 -3.367
C -1.047 -0.212 -3.935
H 2.494 1.122 -3.073
H 2.140 -0.621 -2.821
H 2.741 0.360 -1.490
H 2.184 5.380 -3.319
H 2.514 7.679 -2.454
H 1.907 8.237 -0.124
H 0.971 6.501 1.378
H -1.169 3.414 2.688
H -1.914 1.843 3.114
H -2.309 2.642 1.588
H 2.812 1.090 1.340
H 3.381 1.720 2.888
H 2.680 2.816 1.709
H 1.437 -0.604 2.772
H 0.248 -0.008 3.934
H 1.969 0.188 4.263
H 0.937 3.658 3.417
H 1.914 2.664 4.500
H 0.170 2.456 4.483
H 1.028 2.524 -4.345
H -0.090 1.814 -5.515
H 1.233 0.849 -4.883
H -1.195 3.139 -3.055
H -2.339 1.837 -2.668
H -2.056 2.295 -4.335
H -0.283 -0.988 -4.012
H -1.510 -0.106 -4.917
H -1.807 -0.549 -3.230
O 4.224 -0.983 0.828
As 2.796 -1.869 0.322
O 3.028 -2.567 -1.136
O 1.593 -0.692 0.418
C 2.741 -3.309 1.634
C 3.863 -3.498 2.424
C 3.997 -4.646 3.205
C 3.026 -5.626 3.192
C 1.888 -5.456 2.411
C 1.763 -4.308 1.652
S 0.225 -4.023 0.851
O 0.130 -2.894 -1.614
O -0.733 -5.019 1.210
O -0.006 -2.617 1.129
H 4.921 -1.163 0.183
H 4.641 -2.747 2.433
H 4.875 -4.766 3.823
H 3.136 -6.513 3.799
H 1.089 -6.183 2.415
N -3.381 -2.359 -1.284
C -2.171 -2.979 -1.487
C -2.305 -4.320 -2.015
C -1.373 -5.344 -2.057
C -0.092 -5.311 -1.570
C 0.518 -4.102 -0.982
N -1.085 -2.312 -1.243
C -3.689 -1.066 -0.894
C -5.049 -0.764 -0.755
C -5.416 0.526 -0.474
C -4.428 1.504 -0.355
C -3.124 1.105 -0.472
N -2.733 -0.157 -0.721
H -4.174 -2.981 -1.283
H -3.298 -4.546 -2.381
H -1.716 -6.274 -2.491
H 0.527 -6.195 -1.624
H 1.609 -4.083 -1.093
H -5.788 -1.545 -0.858
H -6.460 0.777 -0.350
H -4.669 2.536 -0.152
H -2.314 1.819 -0.364
F -2.732 -0.046 2.039
P -3.020 -1.499 2.800
F -4.516 -1.471 2.226
F -1.460 -1.461 3.255
F -2.523 -2.199 1.369
F -3.445 -0.724 4.121
F -3.215 -2.933 3.435
```

2S+1   2
Energy above the lowest of the compared OMol25 structures with the same formula, charge and spin   2.4059 eV
<S²>   0.782
Charge   +1
Frontier orbital gap (spin up / spin down)   8.053 / 7.058 eV

[3]
Entry from the Open Molecules 2025 dataset: a 2-piece molecular cluster, C3H6N2OS overall (the ωB97M-V functional and the def2-TZVPD basis).

Geometry as XYZ:
```
13
C3H6N2OS the ωB97M-V functional and the def2-TZVPD basis
C 1.357 -0.458 0.336
C -2.800 1.321 -0.339
C 0.106 -1.335 0.316
N 2.535 -0.442 0.274
N -1.562 1.050 -0.354
O 4.421 0.131 -1.197
S 4.022 -0.027 0.261
H -3.289 0.663 -0.990
H -3.217 2.120 0.407
H -0.261 -1.349 1.312
H 0.432 -2.315 0.149
H -0.670 -0.986 -0.380
H -1.074 1.627 0.205
```

2S+1   3
Energy above the lowest of the compared OMol25 structures with the same formula, charge and spin   2.1670 eV
<S²>   2.009
Frontier orbital gap (spin up / spin down)   6.457 / 9.369 eV

[4]
Entry from the Open Molecules 2025 dataset: a 2-piece molecular cluster, C13H9Cl2O3 overall (the ωB97M-V functional and the def2-TZVPD basis).

Geometry as XYZ:
```
27
C13H9Cl2O3 the ωB97M-V functional and the def2-TZVPD basis
Cl -1.949 -5.308 -1.558
C -0.892 -3.979 -1.617
C -0.493 -3.433 -2.791
C 0.389 -2.260 -2.880
O 1.058 -2.030 -3.885
C 0.608 -1.507 -1.563
Cl 1.954 -0.438 -1.669
C 0.364 -2.169 -0.405
C -0.415 -3.410 -0.296
O -0.677 -3.959 0.775
H -0.744 -3.933 -3.717
H 0.746 -1.786 0.527
C 1.602 2.195 2.797
C 0.525 2.278 1.768
C -0.370 3.361 1.766
C -1.378 3.397 0.791
C -1.524 2.394 -0.146
C -0.637 1.232 -0.184
O -0.726 0.253 -0.991
C 0.402 1.281 0.823
H 2.265 1.353 2.578
H 2.209 3.112 2.830
H 1.190 2.046 3.805
H -0.262 4.147 2.515
H -2.049 4.251 0.801
H -2.320 2.446 -0.896
H 1.125 0.465 0.821
```

Energy above the lowest of the compared OMol25 structures with the same formula, charge and spin   0.2955 eV
Charge   -1
Frontier orbital gap   4.561 eV

[5]
Entry from the Open Molecules 2025 dataset: C18H34AlBBeBrClCsF8IN4NaO6 as an isolated structure (the ωB97M-V functional and the def2-TZVPD basis).

Geometry as XYZ:
```
78
C18H34AlBBeBrClCsF8IN4NaO6 the ωB97M-V functional and the def2-TZVPD basis
N -3.000 1.401 -2.916
C -1.603 1.367 -3.515
C -1.720 0.868 -5.068
C -0.248 0.738 -5.749
C 0.601 -0.475 -5.103
C 1.749 -0.095 -4.078
C 2.086 1.432 -3.734
C 3.158 1.630 -2.550
C 2.620 1.086 -1.148
O 1.402 1.187 -0.790
O 3.572 0.420 -0.306
C 2.534 -1.308 -3.414
C 2.029 -2.735 -3.908
N 1.004 -2.953 -4.873
N 0.404 -1.879 -5.367
I -1.104 -2.305 -6.788
H -3.315 0.446 -2.691
H -3.006 1.935 -2.033
H -0.994 0.586 -2.929
H -1.187 2.437 -3.416
H -2.299 -0.119 -5.038
H -2.369 1.666 -5.603
H -0.369 0.635 -6.895
H 0.254 1.759 -5.582
H 2.570 1.875 -4.695
H 1.120 2.044 -3.592
H 3.322 2.856 -2.400
H 4.220 1.240 -2.830
H 3.408 -0.545 -0.490
H 3.362 -1.178 -2.637
H 2.533 -3.668 -3.449
Cl 1.866 3.691 -2.177
Be 1.721 0.937 1.458
B 1.565 0.980 5.422
F 2.820 0.666 4.781
F 0.495 0.288 4.743
F 1.609 0.567 6.790
F 1.337 2.394 5.355
Br 0.954 -0.826 -8.169
Na -1.506 4.138 -3.547
C -1.255 -0.803 0.481
O -1.767 -1.112 1.760
C -1.450 -0.110 2.724
C -2.405 -0.184 3.911
O -3.679 0.417 3.649
C -4.553 -0.313 2.788
C -5.148 -1.554 3.445
O -4.209 -2.620 3.427
C -4.475 -3.591 4.425
H -0.160 -0.751 0.507
H -1.556 -1.595 -0.208
H -1.671 0.144 0.119
H -1.508 0.887 2.271
H -0.425 -0.293 3.068
H -1.971 0.404 4.725
H -2.520 -1.203 4.283
H -4.068 -0.544 1.836
H -5.377 0.377 2.564
H -6.032 -1.881 2.884
H -5.439 -1.317 4.476
H -4.421 -3.139 5.420
H -3.711 -4.367 4.360
H -5.458 -4.043 4.268
F 6.467 1.741 -1.563
Al 6.819 -0.001 -1.625
F 7.432 -0.539 -0.050
F 8.029 -0.321 -2.880
F 5.313 -0.888 -2.009
O -4.964 0.150 -1.218
H -5.445 0.809 -0.698
H -5.639 -0.505 -1.447
C 4.915 0.355 6.970
C 5.632 0.633 8.218
N 6.196 0.851 9.199
H 4.065 1.027 6.835
H 5.563 0.475 6.098
H 4.527 -0.666 6.946
Cs -7.244 0.888 -1.031
```

Charge   +1
Frontier orbital gap   1.424 eV

[6]
Entry from the Open Molecules 2025 dataset: one molecule with the formula C5H6O2 (the ωB97M-V functional and the def2-TZVPD basis).

Geometry as XYZ:
```
13
C5H6O2 the ωB97M-V functional and the def2-TZVPD basis
C -1.791 -0.124 -0.342
C -0.656 0.243 0.571
O 0.533 -1.442 0.683
C 1.699 -1.060 0.172
O 2.712 -1.710 -0.042
C 1.638 0.401 -0.189
C 0.464 0.973 0.030
H -1.929 -1.172 -0.090
H -2.748 0.398 -0.168
H -1.515 -0.035 -1.397
H -0.997 0.671 1.539
H 2.504 0.883 -0.622
H 0.087 1.974 -0.145
```

Energy above the lowest of the compared OMol25 structures with the same formula, charge and spin   2.4412 eV
Frontier orbital gap   9.209 eV

[7]
Entry from the Open Molecules 2025 dataset: a 2-piece molecular cluster, C4H13P3 overall (the ωB97M-V functional and the def2-TZVPD basis).

Geometry as XYZ:
```
20
C4H13P3 the ωB97M-V functional and the def2-TZVPD basis
C -1.291 0.049 -1.653
C 2.975 0.234 -0.616
C -0.409 1.892 1.824
C -0.052 -0.747 -1.183
P 2.214 -0.426 0.746
P 0.139 -2.911 0.881
P 0.041 -0.687 0.675
H -2.285 -0.302 -1.308
H -1.223 1.157 -1.468
H -1.437 0.076 -2.806
H 2.814 0.690 -1.591
H 0.054 2.064 2.833
H 4.085 0.348 -0.215
H -0.845 2.885 1.883
H -0.273 1.584 0.840
H -1.244 1.175 2.193
H 1.020 -0.292 -1.634
H 0.017 -1.820 -1.565
H 1.235 -2.919 1.844
H -0.902 -3.281 1.778
```

Energy above the lowest of the compared OMol25 structures with the same formula, charge and spin   3.7199 eV
SMILES string   C=P#P(P)CC.C
Frontier orbital gap   8.319 eV

Taking the records one at a time from the top gives energy values of -370393.49057 -176693.88438 -19065.05728 -44813.95333 -162494.84218 -9374.65443 -32220.79042 eV.